No. 1
The following is a quantum chemistry calculation of the molecule C4H5N3O at a distorted geometry, from the Open Molecules 2025 dataset.

Last column: Mulliken charge in e.
CARTESIAN COORDINATES (ANGSTROEM)
C -2.237 -0.507 -0.036  -0.8990
C -1.570 0.631 0.001  0.2801
N -0.145 0.680 0.198  0.5424
C 0.638 -0.388 0.147  -0.0163
C 1.883 0.089 0.003  0.0831
O 3.024 -0.609 0.019  -0.5090
N 1.942 1.463 -0.050  -0.3251
N 0.649 1.819 0.057  -0.5950
H -3.305 -0.420 -0.272  0.2282
H -1.862 -1.455 -0.003  0.2409
H -2.021 1.613 -0.156  0.3908
H 0.292 -1.409 0.568  0.2251
H 2.711 -1.507 -0.476  0.3539

DFT total energy	-10743.833	eV
spin multiplicity	1
frontier orbital gap	9.4	eV
LUMO level	0.33	eV
net charge	0
energy relative to the best compared isomer or geometry (same formula, charge and spin)	364.9	kJ/mol

No. 2
The following is a quantum chemistry calculation of a structure of composition C3H6F4KN2O11S4 at a distorted geometry, from the Open Molecules 2025 dataset.

Last column: Mulliken charge in e.
CARTESIAN COORDINATES (ANGSTROEM)
K -1.148 -0.646 -0.531  0.9258
N -2.877 -2.695 0.279  -0.1472
S -3.875 -2.616 1.495  1.0592
O -4.834 -3.682 1.658  -0.6095
O -4.224 -1.293 1.928  -0.5750
F -2.702 -3.028 2.559  -0.2988
S -3.942 -2.796 -0.980  1.0885
O -4.833 -1.670 -1.134  -0.5538
O -4.300 -4.112 -1.400  -0.5610
F -2.776 -2.372 -2.017  -0.3078
N 0.850 -1.729 0.669  -0.1194
S 1.152 -1.069 2.191  1.0655
O 1.647 0.285 2.149  -0.5563
O 1.628 -1.936 3.215  -0.5650
F -0.368 -0.882 2.633  -0.2478
S 2.310 -1.777 0.134  0.8375
O 3.301 -2.463 0.907  -0.5846
O 2.640 -0.695 -0.759  -0.4664
F 1.962 -2.905 -0.992  -0.3429
C 1.291 4.669 0.245  -0.6173
O 0.373 3.643 -0.120  -0.3489
C 0.799 2.681 -0.928  0.8272
O 0.158 1.713 -1.202  -0.5302
O 2.017 2.986 -1.386  -0.3802
C 2.667 2.039 -2.235  -0.6198
H 0.750 5.413 0.823  0.2667
H 1.643 5.132 -0.675  0.2802
H 2.135 4.333 0.844  0.2699
H 3.220 2.576 -3.006  0.2674
H 1.914 1.402 -2.684  0.2986
H 3.420 1.493 -1.680  0.2451

DFT total energy	-99249.671	eV
spin multiplicity	1
frontier orbital gap	9.5	eV
LUMO level	2.02	eV
net charge	-1

No. 3
The following is a quantum chemistry calculation of the ion C6H7Cl3NO with charge +1 at a distorted geometry, from the Open Molecules 2025 dataset.

Last column: Mulliken charge in e.
CARTESIAN COORDINATES (ANGSTROEM)
C 1.109 -1.067 -0.077  0.6315
C 0.320 0.004 -0.130  -0.9952
C 2.531 -0.777 0.020  0.1193
C 2.751 0.762 0.056  0.6120
C -1.741 -0.443 1.025  -0.8147
C -1.691 1.105 -0.860  -0.8264
N -1.117 -0.120 -0.275  0.2147
O 3.473 -1.506 0.060  -0.4403
Cl 0.614 -2.755 -0.127  -0.1553
Cl 3.213 1.538 -1.340  0.0448
Cl 2.996 1.500 1.522  0.0479
H -1.590 0.389 1.711  0.3735
H -2.808 -0.617 0.891  0.3854
H -1.281 -1.337 1.442  0.3057
H -1.186 1.345 -1.794  0.3374
H -2.754 0.971 -1.057  0.3819
H -1.552 1.929 -0.163  0.3393
H -1.286 -0.922 -0.903  0.4388

DFT total energy	-47429.279	eV
spin multiplicity	1
frontier orbital gap (alpha / beta)	7.3 / 7.3	eV
LUMO level (alpha / beta)	-6.01 / -6.01	eV
net charge	+1
energy relative to the best compared isomer or geometry (same formula, charge and spin)	139.5	kJ/mol

No. 4
The following is a quantum chemistry calculation of the molecule C19H19N3O4S at a distorted geometry, from the Open Molecules 2025 dataset.

Last column: Mulliken charge in e.
CARTESIAN COORDINATES (ANGSTROEM)
C -0.396 3.081 -1.659  -0.9103
O 0.708 2.246 -1.392  -0.4557
C 0.579 0.912 -1.654  0.6051
C 1.663 0.107 -1.308  -0.6625
C 1.618 -1.255 -1.504  -0.5954
C 0.500 -1.860 -2.079  0.4108
N 0.485 -3.250 -2.279  -0.3248
C -0.772 -3.951 -2.078  -0.9318
C -1.431 -3.432 -0.844  0.8527
N -0.946 -3.428 0.352  -0.7251
N -1.737 -2.644 1.108  -0.2490
C -2.670 -2.193 0.324  0.6659
S -3.939 -1.090 0.702  -0.1823
C -3.116 -0.176 2.058  -0.8716
C -2.298 0.972 1.476  0.6514
O -2.855 1.850 0.850  -0.6685
C -0.847 0.988 1.707  0.3085
C -0.072 -0.148 1.962  -0.0671
C 1.294 -0.041 2.068  -1.0474
C 1.933 1.198 1.945  0.8455
O 3.281 1.181 2.046  -0.4659
C 3.991 2.384 1.855  -0.8651
C 1.163 2.339 1.729  -0.2671
C -0.203 2.224 1.603  -1.0172
O -2.547 -2.667 -0.932  -0.2878
C -0.560 -1.047 -2.463  -0.5422
C -0.531 0.319 -2.241  -0.3725
H -0.627 3.109 -2.729  0.3873
H -1.283 2.768 -1.100  0.3210
H -0.096 4.077 -1.333  0.2272
H 2.532 0.568 -0.867  0.4738
H 2.457 -1.867 -1.206  0.3240
H 1.246 -3.689 -1.776  0.2966
H -0.568 -5.019 -1.989  0.4618
H -1.437 -3.784 -2.929  0.2645
H -2.547 -0.885 2.651  0.4053
H -3.935 0.246 2.642  0.5047
H -0.520 -1.127 2.027  0.4266
H 1.903 -0.915 2.235  0.4435
H 5.044 2.118 1.925  0.2580
H 3.788 2.813 0.869  0.3404
H 3.751 3.118 2.630  0.3350
H 1.619 3.312 1.642  0.4040
H -0.805 3.103 1.425  0.4864
H -1.431 -1.470 -2.940  0.3616
H -1.388 0.906 -2.531  0.4481

DFT total energy	-43505.456	eV
spin multiplicity	1
frontier orbital gap	7.9	eV
LUMO level	0.29	eV
net charge	0
energy relative to the best compared isomer or geometry (same formula, charge and spin)	284.7	kJ/mol

No. 5
The following is a quantum chemistry calculation of the molecule C5H8N2S at a distorted geometry, from the Open Molecules 2025 dataset.

Last column: Mulliken charge in e.
CARTESIAN COORDINATES (ANGSTROEM)
C -0.407 1.586 0.205  -0.0775
C -1.653 1.093 0.288  -0.3993
S -2.184 -0.249 -0.719  -0.2129
C -1.454 -1.580 0.225  -0.0470
N -0.276 -1.972 0.278  -0.4567
N 0.767 -1.432 -0.503  -0.2517
C 1.452 -0.202 -0.108  -0.4703
C 0.801 1.104 -0.572  -0.7288
H -0.189 2.371 1.032  0.1944
H -2.408 1.459 1.018  0.3673
H -2.161 -2.226 0.820  0.3975
H 1.496 -2.181 -0.355  0.2903
H 2.462 -0.277 -0.561  0.3775
H 1.509 -0.260 1.044  0.3484
H 1.628 1.825 -0.494  0.3475
H 0.618 0.941 -1.597  0.3212

DFT total energy	-19127.431	eV
spin multiplicity	1
frontier orbital gap	9.5	eV
LUMO level	0.76	eV
net charge	0
energy relative to the best compared isomer or geometry (same formula, charge and spin)	288.6	kJ/mol

No. 6
The following is a quantum chemistry calculation of a cluster of 5 separate species, C17H36INO9P in total at a distorted geometry, from the Open Molecules 2025 dataset.

Last column: Mulliken charge in e.
CARTESIAN COORDINATES (ANGSTROEM)
C -0.862 5.114 -0.128  -0.5483
P 0.713 5.839 0.631  0.1701
O 1.910 4.973 -0.241  -0.4381
N 0.711 7.478 0.130  -0.6270
I 0.521 8.647 1.820  -0.2242
H -1.743 5.667 0.221  0.0752
H -0.879 4.065 0.202  0.2437
H -0.845 5.176 -1.234  0.2519
H 2.101 4.186 0.249  0.1998
O 1.197 2.040 1.072  -0.5374
C 1.851 1.363 0.333  0.7151
O 1.234 0.484 -0.473  -0.3769
C 1.899 -0.222 -1.523  -0.7034
C 2.546 -1.494 -1.014  -0.5773
C 3.357 1.412 0.353  -0.9749
H 2.606 0.427 -2.043  0.3936
H 1.122 -0.473 -2.244  0.3463
H 3.323 -1.280 -0.279  0.1118
H 2.994 -2.055 -1.833  0.3529
H 1.804 -2.125 -0.523  0.2959
H 3.725 0.732 1.122  0.2352
H 3.664 2.426 0.602  0.3739
H 3.818 1.170 -0.602  0.3178
O -3.849 6.161 0.107  -0.5235
C -4.331 6.770 -0.801  0.8221
O -3.523 7.350 -1.699  -0.3160
C -3.980 7.932 -2.915  -0.4418
C -4.404 9.372 -2.713  -0.9734
C -5.820 6.976 -0.905  -1.1959
H -4.766 7.325 -3.369  0.3524
H -3.129 7.896 -3.594  0.3404
H -5.249 9.449 -2.026  0.2657
H -4.691 9.825 -3.664  0.3568
H -3.586 9.948 -2.280  0.3121
H -6.100 7.849 -0.316  0.2660
H -6.315 6.098 -0.494  0.3181
H -6.179 7.092 -1.926  0.3371
O 4.268 -4.048 -1.210  -0.5850
C 4.359 -4.527 -0.112  0.7710
O 3.548 -5.531 0.230  -0.3197
C 3.699 -6.300 1.429  -0.4547
C 3.012 -5.638 2.603  -0.8716
C 5.300 -3.954 0.914  -1.0341
H 4.753 -6.509 1.627  0.4075
H 3.225 -7.257 1.224  0.3096
H 3.459 -4.667 2.830  0.3143
H 3.083 -6.266 3.493  0.3518
H 1.967 -5.465 2.380  0.2071
H 4.804 -3.134 1.432  0.2246
H 6.176 -3.569 0.396  0.3421
H 5.656 -4.683 1.639  0.3675
O 0.751 -6.778 1.089  -0.5034
C -0.420 -6.650 0.862  0.8312
O -1.169 -5.924 1.701  -0.3746
C -2.519 -5.538 1.424  -0.4204
C -3.499 -6.614 1.846  -0.9753
C -1.075 -7.357 -0.294  -1.1644
H -2.636 -5.253 0.378  0.3710
H -2.692 -4.638 2.011  0.3179
H -3.347 -7.537 1.285  0.2699
H -4.524 -6.279 1.688  0.3625
H -3.366 -6.853 2.901  0.2996
H -1.361 -8.361 0.020  0.2910
H -0.351 -7.431 -1.102  0.3126
H -1.943 -6.836 -0.693  0.3558

DFT total energy	-55519.843	eV
spin multiplicity	1
frontier orbital gap	4.0	eV
LUMO level	1.73	eV
net charge	-1
energy relative to the best compared isomer or geometry (same formula, charge and spin)	35.5	kJ/mol

Q: DFT total energy of number 5 (C5H8N2S)?
A: -19127.431 eV

Q: Number 1 is which compound?
A: C4H5N3O